Entry 1:
Below is a cluster of 10 separate species, C64H64BF9N3OS in total, with properties calculated with the ωB97M-V functional and the def2-TZVPD basis.

Results
Spin multiplicity ... 1
HOMO ... -10.49 eV
Total charge ... +1

Geometry (Å):
1 C -2.6741 3.8730 3.1170
2 C -2.7392 3.0182 1.8644
3 C -2.1826 1.4839 2.0165
4 C -0.5534 1.3485 1.8970
5 S 0.6945 2.7167 1.6200
6 N -0.4179 -0.1446 2.0964
7 C 1.0000 -0.6657 2.0285
8 C 1.1302 -2.2241 1.4918
9 C -1.7486 -0.8534 2.3372
10 N -1.9203 -2.3383 2.6087
11 C -1.8308 -2.6743 4.0817
12 C -0.5029 -2.0807 4.8464
13 N -2.8719 0.1596 2.2587
14 B -4.3795 0.0336 2.3745
15 C -5.2103 -1.0095 3.3366
16 O -5.1954 0.9512 1.5048
17 H -3.5515 4.6041 3.3738
18 H -1.7545 3.7586 3.8697
19 H -3.1330 3.5040 0.8673
20 H 1.4824 2.7264 2.8031
21 H 1.6164 -0.5197 3.0280
22 H 1.5716 -0.0057 1.2144
23 H 2.2980 -2.3978 1.3145
24 H 0.7752 -3.0289 2.2652
25 H 0.6320 -2.3544 0.4178
26 H -2.7724 -2.7303 2.1503
27 H -1.8151 -3.8532 4.2683
28 H -2.7688 -2.2889 4.7116
29 H -0.4064 -2.6613 5.8852
30 H -0.6319 -0.9345 5.1380
31 H 0.5106 -2.2602 4.2886
32 H -5.6629 -0.4262 4.2658
33 H -4.6361 -1.9864 3.6283
34 H -6.1589 -1.3641 2.7052
35 H -5.9865 1.2194 2.0727
36 F -4.4466 -5.2275 2.6296
37 C -4.0534 -5.7268 1.4503
38 C -4.5531 -5.1782 0.2743
39 C -4.1401 -5.6944 -0.9539
40 C -3.2394 -6.7617 -0.9922
41 C -2.7474 -7.3087 0.1939
42 C -3.1520 -6.7851 1.4215
43 H -5.2584 -4.3550 0.3237
44 H -4.5189 -5.2675 -1.8792
45 H -2.9210 -7.1669 -1.9503
46 H -2.0497 -8.1420 0.1617
47 H -2.7726 -7.1923 2.3528
48 F 2.9349 6.3856 1.0748
49 C 2.1092 6.7569 0.0874
50 C 0.8427 6.1887 0.0045
51 C -0.0192 6.5788 -1.0204
52 C 0.3995 7.5257 -1.9584
53 C 1.6745 8.0864 -1.8697
54 C 2.5319 7.7044 -0.8382
55 H 0.5379 5.4486 0.7372
56 H -1.0143 6.1463 -1.0894
57 H -0.2715 7.8264 -2.7603
58 H 1.9997 8.8202 -2.6033
59 H 3.5230 8.1367 -0.7491
60 F -0.1146 -5.6909 5.5665
61 C 1.1927 -5.5929 5.8421
62 C 1.5968 -5.0634 7.0628
63 C 2.9577 -4.9660 7.3523
64 C 3.9006 -5.3896 6.4125
65 C 3.4851 -5.9150 5.1880
66 C 2.1241 -6.0226 4.9034
67 H 0.8502 -4.7319 7.7771
68 H 3.2838 -4.5607 8.3070
69 H 4.9621 -5.3093 6.6369
70 H 4.2209 -6.2402 4.4564
71 H 1.7835 -6.4368 3.9602
72 F 5.2992 0.0202 4.1618
73 C 5.3641 0.6272 2.9693
74 C 4.6147 1.7769 2.7452
75 C 4.6858 2.4121 1.5054
76 C 5.4980 1.8837 0.4990
77 C 6.2425 0.7263 0.7321
78 C 6.1797 0.0978 1.9755
79 H 3.9830 2.1681 3.5360
80 H 4.1099 3.3159 1.3227
81 H 5.5498 2.3769 -0.4693
82 H 6.8707 0.3146 -0.0541
83 H 6.7586 -0.7975 2.1767
84 F -3.0015 5.7964 -0.9767
85 C -4.2235 6.1964 -0.6008
86 C -5.0546 5.3115 0.0773
87 C -6.3251 5.7293 0.4735
88 C -6.7548 7.0252 0.1772
89 C -5.9151 7.9043 -0.5084
90 C -4.6406 7.4899 -0.8945
91 H -4.7070 4.3062 0.2914
92 H -6.9796 5.0476 1.0110
93 H -7.7475 7.3491 0.4824
94 H -6.2532 8.9111 -0.7415
95 H -3.9716 8.1631 -1.4202
96 F -9.6810 -0.7202 -2.3840
97 C -8.4970 -0.1121 -2.5360
98 C -8.1305 0.3687 -3.7883
99 C -6.9001 1.0064 -3.9459
100 C -6.0443 1.1468 -2.8505
101 C -6.4191 0.6564 -1.5987
102 C -7.6542 0.0287 -1.4391
103 H -8.8045 0.2431 -4.6293
104 H -6.6075 1.3927 -4.9191
105 H -5.0828 1.6403 -2.9748
106 H -5.7497 0.7631 -0.7485
107 H -7.9653 -0.3504 -0.4713
108 F -0.9113 -0.4618 -8.0875
109 C -1.4962 -0.3294 -6.8896
110 C -2.8717 -0.4996 -6.7773
111 C -3.4805 -0.3670 -5.5293
112 C -2.7075 -0.0545 -4.4084
113 C -1.3282 0.1193 -4.5322
114 C -0.7184 -0.0244 -5.7782
115 H -3.4571 -0.7337 -7.6605
116 H -4.5542 -0.5057 -5.4296
117 H -3.1833 0.0532 -3.4360
118 H -0.7292 0.3665 -3.6590
119 H 0.3537 0.0985 -5.8909
120 F 8.1728 -1.8344 0.6238
121 C 9.4801 -1.7364 0.8994
122 C 9.8842 -1.2069 2.1201
123 C 11.2452 -1.1095 2.4096
124 C 12.1880 -1.5331 1.4697
125 C 11.7726 -2.0585 0.2453
126 C 10.4115 -2.1661 -0.0393
127 H 9.1377 -0.8753 2.8344
128 H 11.5713 -0.7042 3.3643
129 H 13.2495 -1.4528 1.6942
130 H 12.5083 -2.3837 -0.4863
131 H 10.0709 -2.5803 -0.9825
132 F 2.6662 -0.1362 -5.5830
133 C 3.0594 -0.6355 -6.7624
134 C 2.5597 -0.0869 -7.9384
135 C 2.9727 -0.6031 -9.1666
136 C 3.8734 -1.6704 -9.2048
137 C 4.3654 -2.2174 -8.0188
138 C 3.9608 -1.6937 -6.7912
139 H 1.8544 0.7363 -7.8890
140 H 2.5939 -0.1762 -10.0919
141 H 4.1918 -2.0755 -10.1630
142 H 5.0631 -3.0507 -8.0510
143 H 4.3402 -2.1010 -5.8599


Entry 2:
Below is a structure of composition C64H67BBrI2N7O3PbS2Si, with properties calculated with the ωB97M-V functional and the def2-TZVPD basis.

Results
Spin multiplicity ... 1
HOMO ... -11.57 eV
Total charge ... +2
Energy above the lowest of the compared OMol25 structures with the same formula, charge and spin ... 0.8974 eV

Geometry (Å):
1 Pb 0.4622 1.5130 1.7710
2 C 0.3339 3.4363 5.8825
3 C -0.1933 3.2416 4.6145
4 N 0.6433 2.5137 3.8798
5 N 1.7086 2.2341 4.6377
6 C 1.5526 2.7817 5.8462
7 B 2.9842 1.5739 4.0595
8 N 2.6792 0.1286 3.6263
9 C 3.2419 -0.9889 4.0953
10 C 2.6348 -2.0760 3.4907
11 C 1.6916 -1.5116 2.6420
12 N 1.7383 -0.1860 2.7324
13 N 3.3653 2.4199 2.8483
14 C 4.4588 3.1777 2.7116
15 C 4.3234 3.9390 1.5682
16 C 3.0818 3.5787 1.0607
17 N 2.5220 2.6582 1.8353
18 H -0.0991 3.9686 6.7019
19 H -1.1146 3.5982 4.1992
20 H 2.3030 2.6805 6.6018
21 H 3.8512 1.5679 4.8593
22 H 4.0291 -0.9511 4.8217
23 H 2.8352 -3.1134 3.6519
24 H 0.9850 -1.9844 1.9935
25 H 5.2515 3.1299 3.4297
26 H 5.0180 4.6464 1.1688
27 H 2.5678 3.9366 0.1968
28 I -4.6112 4.6636 1.8539
29 C -3.9558 2.9202 2.8027
30 C -4.7511 2.3297 3.7834
31 C -4.3804 1.4212 4.7492
32 I -5.9089 0.7991 6.0673
33 C -3.0525 0.8926 4.9601
34 C -2.5730 0.4712 6.2083
35 C -1.2879 -0.0190 6.3390
36 C -0.4853 -0.0897 5.2112
37 N -0.9109 0.3106 4.0235
38 C -2.1377 0.7733 3.8941
39 C -2.7226 2.4192 2.3043
40 O -1.9290 3.0007 1.6003
41 H -5.7704 2.6921 3.8304
42 H -3.2053 0.5518 7.0794
43 H -0.9131 -0.3244 7.3009
44 H 0.5197 -0.4771 5.2507
45 C -8.2803 -2.6318 0.0797
46 C -6.8254 -2.3305 0.1991
47 C -6.2607 -1.9956 1.4278
48 C -4.9168 -1.6961 1.5361
49 C -4.1196 -1.7318 0.4014
50 C -4.6619 -2.0616 -0.8346
51 C -6.0036 -2.3665 -0.9277
52 S -2.3921 -1.3099 0.4521
53 O -2.4702 1.0774 2.6095
54 C -1.7416 -2.5952 1.5175
55 C -1.8592 -2.5214 2.9104
56 C -1.2517 -3.4587 3.6967
57 C -0.4546 -4.4749 3.1285
58 C 0.2411 -5.4134 3.9163
59 C 1.0203 -6.3748 3.3357
60 C 1.1443 -6.4425 1.9395
61 C 0.4679 -5.5592 1.1440
62 C -0.3507 -4.5622 1.7141
63 C -1.0508 -3.6238 0.9141
64 C -1.1173 -3.8023 -0.5514
65 C -2.0633 -4.7171 -1.0883
66 C -2.9254 -5.4750 -0.2663
67 C -3.8551 -6.3171 -0.8154
68 C -3.9816 -6.4176 -2.2065
69 C -3.1640 -5.6886 -3.0304
70 C -2.1757 -4.8327 -2.5008
71 C -1.3173 -4.0734 -3.3282
72 C -0.4170 -3.1937 -2.7894
73 C -0.3309 -3.0629 -1.4007
74 S 0.6015 -1.6881 -0.6495
75 O 0.3268 -0.5538 -1.5343
76 C 2.3159 -2.1632 -1.0006
77 C 2.9499 -3.1177 -0.2224
78 C 4.3025 -3.3493 -0.3958
79 C 5.0412 -2.6058 -1.3112
80 C 6.5223 -2.7624 -1.4223
81 C 4.3761 -1.6672 -2.1015
82 C 3.0245 -1.4386 -1.9431
83 H -8.7416 -2.7439 1.0566
84 H -8.4325 -3.5443 -0.4930
85 H -8.7906 -1.8262 -0.4488
86 H -6.8891 -1.9590 2.3052
87 H -4.4946 -1.4242 2.4911
88 H -4.0230 -2.0943 -1.7034
89 H -6.4264 -2.6334 -1.8840
90 H -2.4328 -1.7233 3.3505
91 H -1.3676 -3.4278 4.7684
92 H 0.1532 -5.3519 4.9906
93 H 1.5441 -7.0924 3.9459
94 H 1.7756 -7.1978 1.4966
95 H 0.5600 -5.6105 0.0678
96 H -2.8436 -5.3877 0.8068
97 H -4.4928 -6.9108 -0.1776
98 H -4.7275 -7.0750 -2.6249
99 H -3.2645 -5.7605 -4.1028
100 H -1.3886 -4.1894 -4.3994
101 H 0.2210 -2.5861 -3.4125
102 H 2.3952 -3.6716 0.5176
103 H 4.7956 -4.1013 0.2041
104 H 6.8878 -3.5653 -0.7878
105 H 7.0090 -1.8338 -1.1211
106 H 6.8132 -2.9651 -2.4515
107 H 4.9344 -1.1011 -2.8320
108 H 2.4987 -0.6989 -2.5280
109 C 3.9184 4.0294 -2.5538
110 C 3.2477 3.6435 -3.8789
111 C 3.8095 2.2670 -4.2536
112 C 3.6809 4.6432 -4.9546
113 Si 1.2953 3.5496 -3.7174
114 Br 1.0076 2.4610 -1.7299
115 C 0.3893 2.3999 -5.0417
116 C -1.1318 2.5351 -4.9711
117 C 0.7200 0.9287 -4.7713
118 C 0.8533 2.7758 -6.4486
119 C 0.3749 5.2711 -3.3828
120 C 0.2204 6.0174 -4.7030
121 C -0.9986 5.0669 -2.7439
122 C 1.2080 6.1147 -2.4185
123 H 4.9936 4.0934 -2.7100
124 H 3.7439 3.2742 -1.7914
125 H 3.5853 4.9907 -2.1783
126 H 4.8963 2.3012 -4.2104
127 H 3.5361 1.9857 -5.2664
128 H 3.4753 1.4997 -3.5582
129 H 4.7591 4.5725 -5.0999
130 H 3.4506 5.6650 -4.6629
131 H 3.2058 4.4386 -5.9103
132 H -1.5059 2.3200 -3.9722
133 H -1.5830 1.8129 -5.6517
134 H -1.4713 3.5192 -5.2840
135 H 0.3784 0.6120 -3.7879
136 H 1.7811 0.7220 -4.8576
137 H 0.2086 0.3157 -5.5134
138 H 0.6582 3.8223 -6.6701
139 H 0.3155 2.1804 -7.1864
140 H 1.9136 2.5831 -6.5879
141 H -0.4300 5.4815 -5.3897
142 H 1.1804 6.1830 -5.1854
143 H -0.2310 6.9933 -4.5240
144 H -1.6842 4.5261 -3.3875
145 H -1.4399 6.0473 -2.5614
146 H -0.9360 4.5502 -1.7884
147 H 2.1355 6.4499 -2.8732
148 H 1.4280 5.5784 -1.4977
149 H 0.6408 7.0051 -2.1466